1.
34
Properties=species:S:1:pos:R:3:forces:R:3:nbo_charge:R:1 method="wB97M-V/def2-TZVPD" orbital_gap_ev=8.1 charge=0 largest_force_ev_per_a=2.286 e_homo_ev=-7.84 total_energy_ha=-1037.45884 smiles="CC(C)[C@H](N)C(=S)N1CCC[C@H]1B(O)O" molar_mass_g_mol=230.142
S 0.5898 2.1538 1.3078 -0.2 0.7 0.0 -0.19
O 1.0938 0.9990 -2.3164 0.2 -0.9 -0.5 -0.87
O 1.0072 -1.3040 -3.1700 -0.9 1.0 1.8 -0.90
N 2.5524 -0.0065 0.3006 0.7 -0.7 -0.6 -0.82
N -0.7667 0.6349 -0.3526 -0.5 -0.2 -0.7 -0.41
C -2.8000 1.1756 -1.5727 0.4 -0.2 0.5 -0.41
C -0.2508 -1.6041 2.3809 -0.3 0.5 0.5 -0.61
C -1.7472 1.7627 -0.6358 1.1 -1.5 0.5 -0.21
C 0.3047 0.7563 0.4856 -2.1 0.9 0.0 0.16
C 1.2192 -0.3996 0.7175 -0.1 -1.3 -1.1 -0.13
C -2.0619 0.0620 -2.3439 0.2 0.5 -0.2 -0.39
C 1.1427 -1.0631 2.1317 0.4 0.4 -0.1 -0.20
C 1.6157 -0.1204 3.2598 -0.6 -0.4 -0.1 -0.61
C -0.8419 -0.3570 -1.4960 0.9 0.8 0.4 -0.40
B 0.5032 -0.2268 -2.3580 -0.7 -1.6 -0.5 1.12
H -0.3282 -2.1100 3.3436 0.1 -0.1 0.0 0.22
H 1.9094 0.8574 -2.7946 0.7 0.7 -0.5 0.50
H -1.6864 0.4482 -3.3026 -0.4 -0.1 0.1 0.21
H 0.6323 -2.1579 -2.8504 0.4 1.0 -0.5 0.50
H -3.6313 0.7517 -1.0004 0.1 0.1 -0.1 0.21
H 1.7526 -0.6596 4.1950 0.3 -0.3 0.0 0.20
H 2.4854 0.2788 -0.6787 0.3 0.0 0.5 0.35
H -0.6398 -2.2652 1.6251 0.2 -0.5 -0.5 0.20
H 2.9147 0.7934 0.7990 -0.3 0.1 0.3 0.38
H -2.7157 -0.7811 -2.5313 0.0 -0.1 -0.2 0.22
H -2.1403 2.0490 0.3277 -0.1 0.5 0.1 0.23
H -1.1895 2.5512 -1.1224 0.1 0.5 0.1 0.21
H 0.8939 -1.1891 -0.0211 0.5 0.4 0.8 0.18
H 1.8387 -1.9144 2.1222 0.0 0.3 -0.3 0.21
H 2.5199 0.3828 2.9633 0.5 0.1 0.1 0.21
H -3.1878 1.9808 -2.1969 -0.1 -0.3 -0.2 0.22
H 0.9059 0.6642 3.4963 -0.3 0.0 -0.2 0.22
H -0.9544 -0.7813 2.4121 -0.2 0.4 0.1 0.21
H -0.9397 -1.3615 -1.1246 -0.3 -0.5 0.4 0.21

=====

2.
37
Properties=species:S:1:pos:R:3:forces:R:3:nbo_charge:R:1 method="wB97M-V/def2-TZVPD" orbital_gap_ev=4.7 charge=-1 largest_force_ev_per_a=18.134 e_homo_ev=-2.28 total_energy_ha=-4110.55889 molar_mass_g_mol=426.874
Cl 4.4470 -2.2937 -2.3057 0.8 0.1 -0.6 -0.06
Cl 1.0471 -3.0998 1.2442 -12.2 -4.8 12.5 0.02
Cl -0.1734 2.4994 3.2141 -0.4 -0.1 -0.4 -0.03
Cl -2.2139 0.0674 2.9047 -3.6 5.6 2.9 -0.02
Cl -1.6564 -2.9283 3.3174 -0.6 -0.3 0.1 -0.10
Cl 0.7137 -0.1753 -2.4286 -5.0 5.4 -4.9 0.01
Cl 2.3917 -2.6209 -0.0347 10.4 3.7 -10.9 -0.04
Cl -2.0346 1.1132 -3.5983 -0.6 -0.2 0.2 -0.06
O 1.8667 0.2868 1.5869 -0.9 -0.2 -0.9 -0.95
C -1.4315 -1.8060 1.9414 2.8 -3.9 -1.7 -0.40
C 0.7429 0.1673 0.7943 2.5 0.9 1.8 -0.17
C -0.6886 2.0600 -2.9751 1.0 0.5 0.9 -0.40
C -2.6726 1.7092 2.3540 1.3 -0.1 0.9 -0.40
C 3.2758 -1.0100 -2.0500 -1.3 0.5 -0.5 -0.41
C -0.5870 -2.5146 0.8214 -0.8 0.0 0.5 -0.40
C -1.3745 2.3247 1.9037 0.0 1.6 -1.0 -0.39
C 0.0761 1.3687 -1.7843 -0.9 0.6 -3.0 -0.38
C 1.9987 -1.6518 -1.4864 4.3 -2.0 1.7 -0.48
H 0.8036 -0.6567 0.0834 -0.3 0.1 0.4 0.06
H -0.5462 1.1560 -0.9151 -0.1 0.1 -0.7 0.24
H 1.5153 -2.3129 -2.2058 0.2 -0.2 0.0 0.20
H 1.2641 -0.9244 -1.1410 2.5 -2.7 2.2 0.23
H -0.0755 2.2488 -3.8563 0.4 -0.3 0.3 0.22
H -1.6026 3.3298 1.5490 -0.1 0.4 0.4 0.20
H -3.3729 1.5994 1.5260 -0.1 0.2 0.3 0.22
H 3.6911 -0.1864 -1.4692 0.0 -0.5 0.6 0.23
H 2.9632 -0.5259 -2.9752 0.8 -0.4 -0.5 0.19
H -2.3831 -1.4000 1.5983 0.4 -1.5 -0.7 0.22
H -0.4266 -1.7695 0.0422 -0.1 -0.1 0.0 0.20
H -0.9177 1.9211 1.0001 0.1 -0.7 0.7 0.23
H -0.9142 -0.9679 2.4084 1.4 -2.1 -1.1 0.24
H -1.0252 3.0498 -2.6667 -0.4 -0.1 0.2 0.21
H -2.9777 2.3071 3.2128 -0.7 -0.2 -0.2 0.22
H -0.1596 0.0054 1.3838 -0.5 0.2 -0.2 0.07
H -1.1029 -3.3471 0.3432 -0.2 -0.1 0.4 0.21
H 0.9755 1.9249 -1.5201 -0.4 0.2 0.1 0.24
H 0.5640 1.0522 0.1834 0.3 0.2 0.7 0.07

=====

3.
36
Properties=species:S:1:pos:R:3:forces:R:3:nbo_charge:R:1 method="wB97M-V/def2-TZVPD" orbital_gap_ev=7.1 charge=+2 largest_force_ev_per_a=3.219 e_homo_ev=-15.19 total_energy_ha=-1771.87626 molar_mass_g_mol=471.492
I 2.9801 0.5690 0.7098 0.6 1.2 1.1 0.05
Y -1.9049 1.3107 -0.1983 -1.0 -0.2 -0.6 2.12
Cl -3.7810 0.0656 -1.1224 0.7 0.5 0.4 -0.57
P -0.3724 1.1634 -2.4455 0.6 -0.2 -1.7 0.65
O 3.8367 -2.3957 0.8999 -1.3 2.1 -0.7 -0.40
O 2.5639 -1.3145 -1.8670 -1.3 -0.5 2.4 -0.51
O -1.2882 0.6046 1.6495 0.0 0.2 0.8 -0.89
N -0.7939 -0.1070 3.7514 -1.0 0.9 -1.2 -0.29
C -0.7516 -0.2443 -3.5434 -0.3 -0.3 0.3 -0.92
C 0.7923 -2.0990 -0.3873 -0.7 0.0 -0.1 -0.73
C 1.3636 1.4684 -2.8504 0.5 0.1 0.4 -0.94
C 2.1450 -1.5755 -0.7330 1.7 -1.3 -2.4 0.46
C 0.2383 -1.0235 3.2556 0.3 -0.3 0.1 -0.44
C -1.1996 2.5231 -3.3595 -0.2 0.3 0.3 -0.94
C 3.1680 -1.5362 0.4111 0.4 -1.9 -0.2 0.41
C -1.4860 0.6366 2.9257 0.8 -0.9 0.6 0.55
C -1.1164 -0.0714 5.1793 -0.3 0.2 0.8 -0.43
H 1.7634 2.2568 -2.2026 0.0 -0.1 -0.2 0.25
H 1.4279 1.7870 -3.9011 -0.1 -0.1 0.3 0.27
H 0.8828 -3.1312 -0.0087 0.1 0.3 -0.1 0.28
H 0.3078 -1.4939 0.3928 0.2 -0.2 -0.1 0.22
H -0.7705 3.4915 -3.0662 -0.2 -0.2 -0.1 0.26
H -1.0016 2.3504 -4.4272 -0.2 0.2 0.3 0.28
H -0.5081 -0.8287 5.6740 -0.2 0.2 0.0 0.25
H -2.1829 -0.2839 5.3437 0.4 -0.1 -0.1 0.24
H -0.8961 0.9151 5.6096 0.1 -0.3 -0.2 0.24
H 0.0126 -1.0217 -3.4056 -0.2 0.2 -0.1 0.27
H 1.0502 -0.4705 2.7618 -0.3 -0.1 0.2 0.24
H -0.1906 -1.7456 2.5473 0.0 0.2 0.3 0.23
H -0.7334 0.1266 -4.5782 0.1 -0.2 0.3 0.27
H 0.6196 -1.5531 4.1340 0.1 0.1 -0.4 0.25
H -2.2868 2.5298 -3.1864 0.2 0.1 -0.2 0.25
H -2.2625 1.2939 3.3321 0.2 -0.2 0.1 0.19
H -1.7477 -0.6454 -3.3125 0.3 0.0 -0.2 0.26
H 0.1600 -2.1076 -1.2834 0.2 -0.1 0.2 0.25
H 1.9619 0.5559 -2.6991 -0.3 0.4 -0.1 0.30

=====

4.
37
Properties=species:S:1:pos:R:3:forces:R:3:nbo_charge:R:1 method="wB97M-V/def2-TZVPD" orbital_gap_ev=4.0 charge=-1 largest_force_ev_per_a=5.330 e_homo_ev=-3.41 total_energy_ha=-1348.30094 molar_mass_g_mol=281.638
Cl 2.9630 0.9339 6.4655 -2.8 -1.2 1.0 2.61
O -1.0744 -4.8087 2.0182 -0.6 -0.5 -0.9 -0.96
O -2.6186 2.2594 0.9594 1.4 -1.0 1.0 -0.54
O 3.3867 0.2987 7.6618 2.5 -0.3 1.0 -0.88
O 3.3822 2.2899 6.3893 1.3 0.7 -0.5 -0.86
O 1.5706 0.8427 6.5135 -4.9 1.8 1.1 -0.95
O 2.5546 -1.3460 -2.6732 -0.7 -0.5 0.0 -0.54
O 3.1572 0.1474 5.3117 3.9 -1.0 -2.8 -0.91
C 4.2609 -1.2018 -4.2823 1.2 1.9 0.7 -0.43
C -4.1909 3.7292 1.3386 -0.1 1.6 -0.1 -0.42
C -3.1833 2.3883 -0.3384 -0.5 -0.5 0.7 -0.08
C 3.4618 -0.3908 -3.2265 -0.1 -1.2 -0.3 -0.07
C -2.7042 3.5367 1.5979 -2.0 -0.4 -0.8 -0.08
C -2.4554 -5.0585 1.7906 1.8 1.9 1.5 -0.25
C 3.3260 -2.2744 -4.7065 0.2 0.6 -1.4 -0.44
C -4.3189 3.3969 -0.1463 -0.3 0.6 -0.8 -0.45
C 2.4107 -2.4817 -3.5306 1.0 -0.6 -0.2 -0.08
Li 0.5199 -1.2935 1.6444 -0.3 -0.7 0.3 0.89
H 5.2238 -1.5061 -3.8720 -0.2 -0.4 0.3 0.20
H 2.8336 -3.3473 -3.0208 -0.7 -0.2 0.4 0.18
H -2.3246 2.6075 -0.9730 -0.5 0.4 -0.7 0.17
H -4.2113 4.2257 -0.8461 0.5 0.7 0.6 0.21
H -2.8860 -5.9839 2.1732 0.4 -1.0 -0.3 0.11
H 4.5371 -0.5781 -5.1325 0.0 0.2 0.0 0.21
H -2.6953 3.5382 2.6879 1.4 -0.5 -0.1 0.21
H -2.9301 -4.3474 2.4667 -1.0 0.5 -0.1 0.11
H 1.4132 -2.6591 -3.9326 -0.3 0.1 0.8 0.18
H -4.6211 3.0380 2.0633 -0.6 -0.2 -0.6 0.21
H -2.0634 4.2368 1.0619 0.2 0.3 0.5 0.16
H -3.6765 1.4598 -0.6257 0.7 -0.4 0.0 0.19
H -2.8054 -4.8419 0.7813 -0.2 -0.2 -0.5 0.10
H -5.3007 3.0773 -0.4956 0.0 -0.8 0.5 0.21
H 2.8446 0.3912 -3.6687 0.4 0.4 0.0 0.17
H -4.5543 4.7230 1.6003 -0.1 0.1 -0.1 0.20
H 3.8705 -3.1273 -5.1117 -0.3 -0.3 0.4 0.22
H 2.8267 -1.8121 -5.5580 -0.6 -0.4 -0.1 0.19
H 4.0713 -0.0620 -2.3849 0.0 0.4 -0.3 0.19

=====

5.
34
Properties=species:S:1:pos:R:3:forces:R:3:mulliken_charge:R:1 method="wB97M-V/def2-TZVPD" orbital_gap_ev=5.4 charge=0 largest_force_ev_per_a=3.074 e_homo_ev=-8.22 total_energy_ha=-2038.94506 molar_mass_g_mol=275.652
V 14.3319 -16.5555 21.2701 -1.0 -0.2 2.9 1.40
Cl 14.6460 -14.8328 22.9094 -0.2 -1.5 -1.7 -0.28
O 13.0777 -17.4429 21.7448 2.1 1.2 -1.1 -0.57
O 15.5877 -17.4803 21.0832 -0.8 0.5 -0.1 -0.57
O 19.7381 -11.7128 26.9393 0.0 -0.3 0.0 -0.51
N 18.6461 -12.5803 26.6512 -0.9 0.0 -0.2 0.27
C 18.7313 -12.1617 24.3098 1.2 0.7 -0.3 -2.11
C 18.8542 -13.2666 25.3622 0.1 0.6 -0.5 1.94
C 17.3527 -15.0969 26.3159 0.2 -0.6 -0.2 -0.75
C 20.2232 -13.9411 25.2403 0.1 -0.4 0.5 -1.90
C 17.0541 -14.2191 27.5124 0.5 -0.3 0.0 -1.18
C 19.3683 -14.0137 28.5623 0.6 0.1 -0.2 -1.52
C 17.7412 -14.2782 25.0971 -0.4 -0.4 -0.1 -1.05
C 18.2159 -13.2757 27.8651 -0.2 0.4 0.1 1.51
C 17.6411 -12.2017 28.8080 0.3 -0.7 0.2 -1.96
H 19.6021 -11.4950 24.3759 0.0 -0.1 0.1 0.45
H 19.0746 -14.8774 29.1586 -0.2 0.0 0.0 0.31
H 20.2274 -14.8557 25.8387 0.0 -0.1 -0.1 0.41
H 16.5120 -15.7489 26.0598 -0.2 0.2 0.1 0.38
H 16.9378 -11.5636 28.2779 0.0 0.0 0.0 0.43
H 19.9437 -13.3394 29.1995 -0.2 0.0 0.1 0.36
H 16.1372 -13.6536 27.3368 0.0 0.1 0.1 0.33
H 18.1394 -15.8235 26.5587 0.2 0.3 0.1 0.31
H 16.8539 -13.8060 24.6632 0.0 0.3 0.4 0.20
H 18.7864 -12.5255 23.2808 -0.4 -0.3 0.1 0.39
H 18.0397 -14.9564 24.2907 0.3 0.1 0.1 0.42
H 17.1302 -12.7381 29.6122 -0.1 0.2 0.1 0.41
H 17.8703 -11.5131 24.4638 -0.3 -0.3 0.0 0.46
H 20.4454 -14.2271 24.2119 -0.1 0.1 0.0 0.46
H 20.0915 -14.3355 27.8154 -0.1 -0.3 0.0 0.34
H 19.3449 -10.8401 26.8398 0.1 0.0 0.0 0.35
H 18.4520 -11.6256 29.2513 -0.1 0.2 0.0 0.43
H 21.0258 -13.3167 25.6305 -0.1 0.2 -0.1 0.37
H 16.9362 -14.8612 28.3881 -0.4 0.1 0.0 0.50

=====

6.
49
Properties=species:S:1:pos:R:3:forces:R:3:mulliken_spin:R:1 method="wB97M-V/def2-TZVPD" multiplicity=2 orbital_gap_ev="6.2 / 1.7" charge=0 s_squared=0.75 largest_force_ev_per_a=8.899 e_homo_ev="-8.41 / -8.41" total_energy_ha=-3211.71214 molar_mass_g_mol=602.991
Rb -0.2856 0.0062 2.0025 -1.2 0.4 0.5 0.00
S -3.8363 2.1464 2.7294 -3.9 -2.7 -0.4 0.00
S -3.6369 -2.1109 1.4736 1.7 2.0 1.0 0.00
S -5.9968 -2.1250 1.3677 -6.6 -1.7 -1.3 0.00
S -3.2306 1.9859 5.0300 0.6 0.8 8.8 0.00
F -3.0625 0.8035 6.1875 0.1 0.3 -0.8 0.00
F -7.1114 -1.9587 2.5119 -1.5 0.0 -0.8 0.00
F -4.9805 1.4297 1.7905 1.7 1.0 1.0 0.00
F -2.6548 -1.3415 2.4193 1.5 0.9 1.9 0.00
O -3.1251 -3.4342 1.5734 -0.8 -0.7 0.2 0.00
O -6.0349 -3.5888 1.1112 0.9 2.9 0.3 0.00
O -3.2919 -1.4159 0.2519 -1.0 -0.3 -0.2 0.00
O -6.4002 -1.2761 0.2348 1.1 -1.4 2.1 0.00
O 1.8761 -0.7784 0.2286 0.3 -0.6 -0.7 0.05
O -1.8448 2.2133 4.6830 -0.2 -0.2 -1.1 0.00
O -4.3449 3.4725 2.9580 1.4 -0.7 -1.0 0.00
O -2.5917 1.8177 2.0550 -0.9 0.6 0.3 0.00
O -3.8105 3.0217 5.8998 0.7 -1.2 -2.2 0.00
N -4.2068 1.1575 4.1805 1.3 1.9 -4.8 0.00
N 2.5237 -0.5586 -0.9609 -1.6 2.2 -0.5 0.65
N -5.0198 -1.5562 2.4286 5.3 -1.7 -3.1 0.00
C 0.2755 -0.3211 -2.1729 1.7 0.4 0.2 0.14
C 1.7012 -2.4927 -2.2918 -0.1 -1.2 2.1 0.07
C 2.9122 0.9240 -3.4846 0.7 -0.2 2.1 -0.01
C 3.2834 0.7100 -0.9136 2.2 1.5 -0.5 -0.02
C 4.4732 0.4818 0.0916 -1.0 -0.5 -0.1 0.05
C 3.9408 1.0320 -2.3232 -0.5 0.4 0.0 0.01
C 2.4762 -0.5540 -3.4637 0.0 1.8 0.2 0.01
C 1.7946 -0.9955 -2.1193 -1.2 0.3 -3.6 -0.02
C 2.4275 2.0091 -0.4797 -1.5 -1.9 0.7 0.07
H 2.8331 2.9952 -0.7057 0.3 -0.5 -0.5 0.01
H 2.1725 1.6360 -3.1186 -0.7 -0.2 -0.6 0.00
H 1.7667 -0.6889 -4.2801 0.0 -0.6 0.2 0.00
H 1.3978 1.8855 -0.8152 0.1 0.4 -1.1 -0.01
H -0.3033 -0.5496 -3.0678 0.4 -1.1 0.1 0.00
H 3.3662 -1.1628 -3.6229 -0.1 -0.1 -0.2 0.00
H 4.1231 0.1919 1.0823 -0.2 0.3 0.1 0.00
H 1.1725 -2.8846 -1.4229 0.0 -0.4 0.1 0.00
H 3.2589 1.3128 -4.4421 0.2 -0.4 0.1 0.00
H 5.0707 1.3860 0.2076 0.0 -0.2 -0.3 0.00
H 2.1312 2.0333 0.5690 1.0 -0.3 0.5 0.00
H 2.4866 -1.3699 0.6748 0.2 -0.5 0.8 0.01
H 1.1680 -2.9049 -3.1485 0.0 0.8 -0.2 0.00
H 5.0512 -0.3795 -0.2433 0.4 0.3 -0.2 0.00
H -0.2908 -0.5498 -1.2701 0.0 0.3 -0.1 0.00
H 4.2599 2.0678 -2.2080 0.1 0.0 -0.1 0.00
H 4.8547 0.4672 -2.5073 -0.1 -0.4 0.1 0.00
H 0.5506 0.7105 -2.3928 -0.6 0.3 0.9 -0.01
H 2.7123 -2.8997 -2.2876 0.0 -0.2 -0.1 -0.01

=====

7.
31
Properties=species:S:1:pos:R:3:forces:R:3:mulliken_spin:R:1 method="wB97M-V/def2-TZVPD" multiplicity=2 orbital_gap_ev="9.5 / 6.7" charge=+2 s_squared=0.75 largest_force_ev_per_a=3.710 e_homo_ev="-17.64 / -17.60" total_energy_ha=-673.68199 molar_mass_g_mol=272.075
In -3.1946 -1.6354 -2.1116 -0.2 -0.2 -0.3 0.01
O -1.2045 0.6583 -1.6029 -0.3 -1.2 0.3 0.01
N -0.6421 -0.1250 -0.6313 2.7 2.1 1.5 0.71
C 0.8388 -1.6653 -2.0492 0.2 0.8 -0.1 0.03
C -0.9154 1.9426 0.9560 -0.1 1.5 -2.3 0.06
C 0.8392 -0.5379 -0.9675 -0.6 -0.7 0.6 0.02
C -0.9912 0.3987 0.7774 -0.5 0.0 0.3 0.01
C 1.6835 0.7538 -1.3946 -1.6 -0.1 -0.3 0.07
C 1.4535 -1.1796 0.2865 1.6 1.6 1.1 0.01
C 1.4939 -0.3269 1.5825 -2.6 0.1 -0.6 -0.01
C -0.0382 -0.1562 1.8964 0.3 0.2 0.7 0.01
C -2.5399 0.0192 0.8896 1.1 -0.6 1.2 0.06
H 1.2262 1.2961 -2.2221 0.2 -0.7 -0.8 0.00
H -3.0132 0.6778 1.6179 0.2 -0.3 0.3 0.00
H 1.7302 1.6040 -0.7141 0.3 -0.7 1.0 0.00
H 2.0381 0.6173 1.5589 -0.2 0.2 -0.7 0.00
H -2.5230 -1.0156 1.2314 -0.5 0.0 0.3 -0.01
H 0.4151 -2.6132 -1.7175 -0.1 0.2 0.4 0.00
H -0.4225 -1.0697 2.3502 0.0 -0.3 -0.4 0.00
H -3.2280 0.0726 0.0459 0.7 0.4 -0.6 0.00
H 2.5082 -1.1816 0.0114 0.1 -1.3 -0.3 0.00
H 1.0006 -2.1258 0.5829 0.4 -0.2 -0.6 0.00
H 2.6714 0.3823 -1.6670 -0.1 0.2 0.0 0.00
H 0.3921 -1.3939 -3.0057 0.0 0.3 0.0 0.00
H 1.8924 -1.8726 -2.2363 0.0 0.0 -0.1 0.00
H -0.0258 2.4921 0.6485 0.9 -0.8 0.2 0.00
H -1.5872 2.4483 0.2624 -0.8 -0.2 0.2 0.00
H -0.6240 1.4174 -1.5117 0.0 1.3 -0.7 0.03
H -1.1076 2.3564 1.9459 -0.3 -0.9 0.1 0.00
H -0.0545 0.5556 2.7217 -0.6 0.1 -0.1 0.00
H 1.9287 -0.7939 2.4662 0.0 -0.7 -0.4 0.00

=====

8.
31
Properties=species:S:1:pos:R:3:forces:R:3:nbo_charge:R:1 method="wB97M-V/def2-TZVPD" orbital_gap_ev=5.1 charge=+3 largest_force_ev_per_a=5.786 e_homo_ev=-22.17 total_energy_ha=-673.06048 molar_mass_g_mol=272.075
In 14.4013 -9.2707 -16.2766 -0.2 0.1 -0.8 1.01
O 15.1786 -8.6125 -13.3414 2.5 -0.8 -0.7 -0.49
N 16.0364 -9.4110 -12.6040 -3.9 2.5 3.5 0.35
C 14.2461 -10.4039 -11.0751 -0.8 1.8 0.1 -0.52
C 18.0645 -9.6231 -11.2310 -0.7 -0.2 2.2 -0.45
C 16.4241 -7.6857 -10.7756 -1.0 1.1 0.6 -0.51
C 17.3961 -10.7212 -10.3501 0.5 1.1 -0.9 -0.41
C 15.4286 -10.5974 -12.1032 4.3 -2.4 -0.2 0.09
C 15.0055 -11.4749 -13.3261 -2.0 0.5 -1.2 -0.58
C 17.0449 -8.6418 -11.8476 4.4 -1.7 -2.6 0.11
C 17.9428 -7.7441 -12.8147 -0.8 -0.1 -2.0 -0.63
C 16.5577 -11.4298 -11.3487 -1.2 -1.1 -0.5 -0.40
H 17.3149 -11.7653 -12.0574 -0.5 -0.5 -0.6 0.28
H 14.4444 -8.3533 -12.7797 -1.1 -0.1 0.7 0.53
H 14.4628 -12.3800 -13.0534 0.6 -0.1 0.6 0.31
H 15.7497 -11.6717 -14.0979 0.5 -0.1 0.6 0.26
H 16.0481 -12.2832 -10.9014 0.0 -0.1 -0.2 0.28
H 14.2137 -10.9145 -13.8232 -0.2 0.2 -0.1 0.20
H 13.8788 -11.2880 -10.5539 0.5 -0.4 -0.5 0.32
H 18.1236 -11.3600 -9.8494 0.0 0.0 -0.1 0.31
H 15.5850 -7.1526 -11.2226 0.1 0.2 0.2 0.24
H 16.1794 -8.1349 -9.8130 -0.1 -0.6 -0.3 0.27
H 16.6493 -10.4588 -9.6007 0.4 0.9 0.6 0.26
H 18.8570 -9.0961 -10.6998 -0.3 0.5 0.3 0.31
H 14.6389 -9.6932 -10.3480 0.0 -0.1 0.2 0.25
H 18.3958 -8.3310 -13.6137 0.1 -0.9 0.3 0.25
H 18.6602 -10.0752 -12.0240 -0.1 -0.2 -0.2 0.28
H 17.3847 -7.0858 -13.4805 -0.3 0.7 0.8 0.25
H 17.2450 -6.9960 -10.5791 0.0 0.1 -0.2 0.31
H 13.4120 -9.9240 -11.5869 -0.2 -0.1 -0.1 0.24
H 18.8110 -7.2447 -12.3847 -0.6 0.1 0.8 0.30